(1)
DFT (ωB97M-V/def2-TZVPD) results for a molecular structure, C10H14I2NRh.

```
! wB97M-V def2-TZVPD RIJCOSX def2/J DEFGRID3
* xyz 2 5
Rh 0.71 -1.27 0.38
I 3.35 -1.99 -0.06
C 3.60 -1.48 2.02
I 1.67 -1.34 2.95
H 4.09 -0.52 2.09
H 4.17 -2.27 2.51
C -1.52 -1.82 -1.67
N -1.50 -1.11 -0.40
C -1.97 -1.89 0.74
C -1.93 0.28 -0.45
C -0.75 1.23 -0.43
C -0.94 2.59 -0.36
C 0.17 3.44 -0.37
C 1.49 2.93 -0.43
C 1.68 1.58 -0.51
C 0.57 0.71 -0.40
H -2.55 -2.03 -1.99
H -1.00 -2.78 -1.59
H -1.05 -1.22 -2.45
H -3.04 -2.14 0.65
H -1.85 -1.32 1.67
H -1.43 -2.84 0.80
H -2.57 0.51 0.41
H -2.51 0.47 -1.35
H -1.94 3.00 -0.32
H 0.02 4.51 -0.38
H 2.34 3.60 -0.44
H 2.69 1.18 -0.62
*
```

Results
E_HOMO (spin up / spin down), eV: -15.28 / -16.54
Largest force on an atom, eV/Å: 1.347
Frontier orbital gap (spin up / spin down), hartree: 0.287 / 0.237
Relative energy (zero: lowest compared OMol25 entry of this formula, charge and spin), kJ/mol: 55.5


(2)
DFT (ωB97M-V/def2-TZVPD) results for a molecular structure, C45H45CsN9O2P2S2.

```
! wB97M-V def2-TZVPD RIJCOSX def2/J DEFGRID3
* xyz -1 1
Cs 0.25 -0.45 1.07
N 1.20 3.27 -2.73
C 0.92 2.20 -1.93
N 0.17 1.21 -2.26
C -0.43 1.21 -3.51
N -1.24 0.29 -3.88
N -1.61 -0.61 -2.91
C -1.09 -1.76 -2.97
C -1.49 -2.82 -2.01
C -1.42 -4.15 -2.40
C -1.83 -5.13 -1.51
C -2.28 -4.74 -0.26
C -2.29 -3.39 0.05
N -1.91 -2.44 -0.81
C -0.12 2.30 -4.46
C -0.63 2.35 -5.75
C -0.32 3.40 -6.60
C 0.50 4.43 -6.15
C 1.02 4.40 -4.87
C 0.71 3.34 -4.02
H 1.79 4.00 -2.36
H 1.40 2.19 -0.96
H -0.35 -2.02 -3.73
H -1.05 -4.41 -3.38
H -1.79 -6.17 -1.78
H -2.59 -5.47 0.48
H -2.59 -3.04 1.03
H -1.27 1.54 -6.07
H -0.73 3.43 -7.60
H 0.75 5.26 -6.80
H 1.66 5.20 -4.51
S 1.35 3.70 1.33
P 2.79 2.26 1.53
C 2.65 1.06 0.40
P 3.64 -0.30 0.38
S 2.73 -2.05 -0.04
C 4.71 -0.61 1.86
C 4.34 -1.57 2.79
C 5.10 -1.78 3.93
C 6.26 -1.05 4.15
C 6.64 -0.09 3.22
C 5.87 0.13 2.09
C 4.91 -0.15 -0.97
C 6.14 -0.80 -0.96
C 7.00 -0.69 -2.04
C 6.64 0.06 -3.15
C 5.40 0.69 -3.18
C 4.55 0.58 -2.09
C 4.33 3.28 1.57
C 5.22 3.16 0.51
C 6.36 3.95 0.45
C 6.62 4.88 1.45
C 5.72 5.02 2.51
C 4.58 4.23 2.55
C 2.68 1.64 3.27
C 3.73 1.58 4.18
C 3.57 0.93 5.40
C 2.37 0.33 5.73
C 1.30 0.39 4.84
C 1.47 1.03 3.62
H 3.45 -2.17 2.60
H 4.78 -2.53 4.65
H 6.86 -1.23 5.03
H 7.54 0.49 3.38
H 6.18 0.89 1.38
H 6.42 -1.41 -0.11
H 7.96 -1.19 -2.02
H 7.31 0.15 -4.00
H 5.10 1.26 -4.05
H 3.58 1.08 -2.09
H 5.02 2.44 -0.27
H 7.05 3.84 -0.38
H 7.51 5.49 1.41
H 5.91 5.75 3.29
H 3.87 4.37 3.36
H 4.69 2.02 3.94
H 4.41 0.88 6.09
H 2.26 -0.18 6.68
H 0.34 -0.05 5.07
H 0.65 1.08 2.92
N -2.81 0.75 0.71
C -2.89 1.28 2.06
C -4.34 1.55 2.49
C -4.57 2.25 3.83
C -3.77 3.54 4.04
N -2.40 3.21 4.37
C -1.31 3.87 3.97
N -0.11 3.42 4.32
N -1.36 5.02 3.28
C -2.19 0.31 3.06
O -1.98 0.76 4.23
O -1.88 -0.81 2.63
H -3.62 0.98 0.15
H -2.74 -0.27 0.75
H -2.33 2.22 2.09
H -4.89 0.60 2.49
H -4.79 2.16 1.70
H -4.34 1.57 4.66
H -5.63 2.48 3.91
H -4.21 4.11 4.85
H -3.83 4.17 3.14
H -2.21 2.16 4.43
H -0.08 2.48 4.70
H 0.66 3.64 3.68
H -2.20 5.18 2.74
H -0.50 5.24 2.78
*
```

Results
E_HOMO, eV: -4.02
Largest force on an atom, eV/Å: 1.663
Frontier orbital gap, hartree: 0.221
Relative energy (zero: lowest compared OMol25 entry of this formula, charge and spin), kJ/mol: 98.4


(3)
DFT (ωB97M-V/def2-TZVPD) results for 4 unconnected molecules or ions with the total composition C25H42INO9S3.

```
! wB97M-V def2-TZVPD RIJCOSX def2/J DEFGRID3
* xyz 0 1
C 2.13 -0.37 2.59
O 2.14 -1.08 1.30
C 1.26 -0.47 0.30
C -0.20 -1.19 0.12
C -0.39 -2.67 0.00
C 0.85 -3.74 0.01
C 0.73 -4.79 1.30
N 1.82 -4.59 2.34
C -1.93 -3.30 -0.17
O -2.12 -4.63 -0.21
C -3.29 -2.33 -0.26
C -4.82 -2.90 -0.43
C -5.54 -3.04 1.04
C -5.66 -1.61 1.87
I -4.48 -4.47 2.38
C -3.04 -0.86 -0.18
C -1.53 -0.20 0.04
O -1.50 1.14 0.17
H 3.25 -0.39 2.99
H 1.81 0.76 2.53
H 1.49 -0.98 3.36
H 1.79 -0.50 -0.77
H 1.06 0.69 0.49
H 0.70 -4.44 -0.95
H 1.92 -3.27 -0.10
H -0.30 -4.59 1.83
H 0.70 -5.91 0.89
H 2.68 -5.10 1.99
H 1.49 -5.14 3.18
H -4.81 -3.94 -0.99
H -5.47 -2.18 -1.13
H -6.66 -3.40 0.87
H -6.16 -1.89 2.92
H -6.23 -0.78 1.29
H -4.59 -1.15 2.14
H -4.00 -0.16 -0.28
O 2.92 -0.87 -2.23
S 3.72 -2.07 -2.19
O 3.17 -3.37 -1.84
C 4.59 -2.22 -3.75
C 5.88 -1.45 -3.53
C 6.37 -1.84 -2.13
C 5.17 -1.76 -1.19
H 3.98 -1.82 -4.55
H 4.79 -3.28 -3.92
H 6.62 -1.69 -4.30
H 5.69 -0.37 -3.56
H 6.75 -2.87 -2.16
H 7.18 -1.20 -1.79
H 5.23 -2.51 -0.40
H 5.07 -0.77 -0.75
O 5.07 2.28 1.74
S 4.69 2.60 0.38
O 5.02 1.74 -0.73
C 2.95 2.94 0.35
C 2.85 4.43 0.63
C 3.96 5.09 -0.19
C 5.23 4.26 0.02
H 2.43 2.33 1.09
H 2.58 2.71 -0.66
H 1.86 4.83 0.37
H 3.02 4.63 1.70
H 3.68 5.07 -1.25
H 4.11 6.13 0.09
H 5.86 4.26 -0.88
H 5.81 4.63 0.87
O -5.86 4.20 2.53
S -6.26 3.21 1.55
O -6.92 1.97 1.93
C -7.24 4.02 0.29
C -6.21 4.49 -0.73
C -5.23 3.34 -0.89
C -4.86 2.84 0.51
H -7.81 4.83 0.73
H -7.91 3.27 -0.14
H -6.69 4.76 -1.68
H -5.69 5.38 -0.35
H -5.70 2.53 -1.45
H -4.33 3.64 -1.45
H -4.67 1.77 0.52
H -3.99 3.38 0.91
*
```

Results
SMILES: COCC1=C(CCN)C(=O)C(C[C@H](C)I)=CC1=O.O=S1(=O)CCCC1.O=S1(=O)CCCC1.O=S1(=O)CCCC1
E_HOMO, eV: -8.93
Largest force on an atom, eV/Å: 8.084
Frontier orbital gap, hartree: 0.276


(4)
DFT (ωB97M-V/def2-TZVPD) results for 3 unconnected molecules or ions with the total composition CH8NO3.

```
! wB97M-V def2-TZVPD RIJCOSX def2/J DEFGRID3
* xyz 0 2
N 0.96 -0.81 1.41
C -0.25 -0.60 0.52
O -0.38 0.69 0.01
H 1.17 0.14 1.70
H 1.75 -0.96 0.78
H -1.10 -0.82 1.27
H -0.31 -1.37 -0.29
H -1.83 0.45 -0.79
H -1.97 -0.97 -1.03
O -2.49 -0.15 -1.16
H 0.83 1.21 -1.11
H 1.95 1.54 -0.23
O 1.67 1.65 -1.10
*
```

Results
E_HOMO (spin up / spin down), eV: -11.23 / -11.06
Largest force on an atom, eV/Å: 2.671
Frontier orbital gap (spin up / spin down), hartree: 0.432 / 0.281
Relative energy (zero: lowest compared OMol25 entry of this formula, charge and spin), kJ/mol: 81.7


(5)
DFT (ωB97M-V/def2-TZVPD) results for a molecular structure, C18H34BBr3Cl2F4NO4Si2.

```
! wB97M-V def2-TZVPD RIJCOSX def2/J DEFGRID3
* xyz -1 1
C 1.04 -3.63 4.30
C 0.60 -2.34 3.40
O -0.06 -2.70 2.10
C 0.23 -1.50 1.25
Si -1.21 -1.38 0.00
C -2.77 -0.76 1.02
C -3.03 0.85 0.91
C -4.60 1.12 1.35
C -4.95 0.72 2.90
O -5.61 -0.44 3.15
O -4.57 1.67 3.99
C -1.67 -3.24 -0.44
N -1.86 -3.47 -1.92
C -1.67 -4.99 -2.09
O -0.95 -0.58 -1.49
Si 0.66 0.00 -1.82
C 2.05 -1.35 -1.88
Br 1.78 -3.33 -1.56
C 3.48 -0.99 -2.24
C 4.65 -2.19 -2.34
Br 4.12 0.87 -2.63
C 0.57 0.52 -3.72
Br -0.17 -1.14 -4.65
C -0.51 1.70 -4.02
C 0.36 3.12 -4.12
C 1.11 1.62 -0.91
Cl -0.52 2.56 -0.71
C 1.73 1.53 0.58
C 2.29 3.06 0.96
Cl 3.17 0.42 0.85
H 2.07 -4.02 3.84
H 0.19 -4.43 4.21
H 1.27 -3.32 5.42
H -0.11 -1.58 3.99
H 1.60 -1.73 3.19
H 0.16 -0.59 2.01
H 1.29 -1.68 0.81
H -2.66 -1.16 2.13
H -3.72 -1.35 0.58
H -2.26 1.46 1.58
H -2.94 1.15 -0.22
H -5.27 0.47 0.64
H -4.83 2.24 1.12
H -4.71 2.58 3.57
H -0.73 -3.91 -0.11
H -2.59 -3.63 0.20
H -1.03 -3.06 -2.43
H -0.56 -5.24 -2.43
H -1.81 -5.57 -1.06
H -2.46 -5.46 -2.83
H 4.29 -2.90 -3.22
H 5.72 -1.71 -2.56
H 4.65 -2.72 -1.28
H 1.64 0.67 -4.19
H -1.41 1.77 -3.29
H -0.93 1.54 -5.13
H 1.50 2.84 -4.29
H 0.06 3.79 -5.04
H 0.32 3.76 -3.14
H 1.78 2.33 -1.59
H 0.82 1.37 1.33
H 3.36 3.12 0.43
H 2.47 3.20 2.11
H 1.65 3.92 0.48
B 1.89 6.43 2.99
F 1.07 5.29 3.36
F 2.14 6.41 1.56
F 1.21 7.66 3.35
F 3.16 6.35 3.70
*
```

Results
E_HOMO, eV: -7.22
Largest force on an atom, eV/Å: 9.218
Frontier orbital gap, hartree: 0.313
Relative energy (zero: lowest compared OMol25 entry of this formula, charge and spin), kJ/mol: 863.8


(6)
DFT (ωB97M-V/def2-TZVPD) results for a single C25H50O2 molecule.

```
! wB97M-V def2-TZVPD RIJCOSX def2/J DEFGRID3
* xyz 0 1
C -10.70 -4.34 0.60
C -10.59 -2.89 0.12
C -9.86 -2.80 -1.21
C -9.85 -1.39 -1.81
C -9.14 -0.33 -0.96
C -7.66 -0.61 -0.76
C -6.97 0.53 -0.01
C -5.48 0.27 0.20
C -4.80 1.39 0.97
C -3.31 1.14 1.16
C -2.63 2.25 1.95
C -1.15 1.99 2.23
C -0.28 2.08 0.98
C 1.20 1.88 1.31
C 2.08 1.98 0.07
C 3.56 1.75 0.39
C 4.44 1.89 -0.85
C 5.91 1.63 -0.53
C 6.79 1.79 -1.77
C 8.28 1.60 -1.49
C 8.66 0.16 -1.16
C 10.17 0.01 -0.96
C 10.61 -1.44 -0.76
C 10.08 -2.06 0.53
C 10.71 -3.39 0.82
O 11.65 -3.88 0.25
O 10.09 -4.01 1.84
H -11.25 -4.94 -0.11
H -9.71 -4.77 0.73
H -11.21 -4.38 1.56
H -10.06 -2.31 0.88
H -11.59 -2.47 0.02
H -8.83 -3.16 -1.09
H -10.35 -3.47 -1.93
H -9.37 -1.44 -2.79
H -10.88 -1.08 -1.97
H -9.64 -0.25 0.01
H -9.25 0.63 -1.47
H -7.53 -1.53 -0.18
H -7.18 -0.75 -1.73
H -7.09 1.46 -0.57
H -7.45 0.67 0.96
H -5.00 0.15 -0.77
H -5.36 -0.67 0.75
H -5.28 1.51 1.94
H -4.93 2.33 0.43
H -3.17 0.19 1.69
H -2.83 1.04 0.18
H -2.73 3.20 1.41
H -3.15 2.37 2.91
H -0.80 2.73 2.96
H -1.04 1.01 2.69
H -0.41 3.05 0.52
H -0.58 1.32 0.26
H 1.34 0.89 1.77
H 1.52 2.62 2.04
H 1.76 1.25 -0.67
H 1.96 2.98 -0.37
H 3.88 2.47 1.15
H 3.68 0.75 0.81
H 4.33 2.90 -1.26
H 4.11 1.19 -1.61
H 6.25 2.32 0.24
H 6.02 0.62 -0.14
H 6.48 1.07 -2.54
H 6.64 2.79 -2.18
H 8.85 1.92 -2.37
H 8.58 2.25 -0.66
H 8.14 -0.15 -0.25
H 8.34 -0.49 -1.98
H 10.48 0.60 -0.10
H 10.68 0.40 -1.84
H 11.70 -1.49 -0.74
H 10.27 -2.05 -1.61
H 10.30 -1.40 1.38
H 9.00 -2.19 0.50
H 10.52 -4.87 2.02
*
```

Results
SMILES: CCCCCCCCCCCCCCCCCCCCCCCCC(=O)O
E_HOMO, eV: -10.25
Largest force on an atom, eV/Å: 0.635
Frontier orbital gap, hartree: 0.405
Relative energy (zero: lowest compared OMol25 entry of this formula, charge and spin), kJ/mol: 18.4


(7)
DFT (ωB97M-V/def2-TZVPD) results for a molecular structure, C24H12F7N3PdSe.

```
! wB97M-V def2-TZVPD RIJCOSX def2/J DEFGRID3
* xyz 0 3
Pd 0.33 -0.12 -0.44
F 0.86 0.67 4.92
C 0.32 -0.06 3.92
C 0.61 0.28 2.61
C 0.05 -0.48 1.60
C -0.79 -1.56 1.89
C -1.02 -1.85 3.23
F -1.83 -2.88 3.58
C -0.49 -1.12 4.27
C -1.36 -2.31 0.75
C -2.13 -3.47 0.83
C -2.59 -4.07 -0.33
C -2.27 -3.52 -1.56
C -1.50 -2.38 -1.58
N -1.07 -1.79 -0.46
H 1.26 1.12 2.41
H -0.70 -1.37 5.30
H -2.37 -3.89 1.79
H -3.19 -4.97 -0.26
H -2.60 -3.97 -2.49
H -1.21 -1.90 -2.50
F 8.29 0.31 -1.55
C 6.97 0.18 -1.59
C 6.16 1.30 -1.59
F 6.71 2.51 -1.54
C 4.79 1.15 -1.62
F 4.06 2.27 -1.62
C 4.18 -0.10 -1.67
Se 2.29 -0.28 -1.81
C 5.01 -1.20 -1.67
F 4.52 -2.44 -1.71
C 6.39 -1.08 -1.63
F 7.17 -2.16 -1.63
N -1.40 3.64 -1.67
C -0.45 2.74 -1.31
N -0.96 1.58 -1.00
C -2.34 1.71 -1.16
C -3.36 0.79 -0.94
C -4.65 1.20 -1.19
C -4.93 2.51 -1.63
C -3.93 3.43 -1.83
C -2.63 3.00 -1.58
H -1.22 4.59 -1.94
H 0.60 2.98 -1.30
H -3.13 -0.21 -0.60
H -5.47 0.51 -1.03
H -5.96 2.80 -1.81
H -4.15 4.44 -2.16
*
```

Results
E_HOMO (spin up / spin down), eV: -7.27 / -7.62
Largest force on an atom, eV/Å: 0.708
Frontier orbital gap (spin up / spin down), hartree: 0.269 / 0.246


(8)
DFT (ωB97M-V/def2-TZVPD) results for 2 unconnected molecules or ions with the total composition C3H8O2.

```
! wB97M-V def2-TZVPD RIJCOSX def2/J DEFGRID3
* xyz 0 1
C -2.00 0.58 0.62
C -1.09 1.35 -0.31
O -0.17 0.85 -0.91
H -2.86 0.36 0.00
H -1.47 -0.31 0.96
H -2.28 1.18 1.49
H -1.44 2.35 -0.59
C 1.94 -1.41 -0.28
O 2.06 -0.24 0.49
H 2.87 -1.97 -0.21
H 1.75 -1.20 -1.34
H 1.09 -2.03 0.00
H 1.59 0.49 0.08
*
```

Results
SMILES: CC=O.CO
E_HOMO, eV: -9.82
Largest force on an atom, eV/Å: 1.240
Frontier orbital gap, hartree: 0.392
Relative energy (zero: lowest compared OMol25 entry of this formula, charge and spin), kJ/mol: 130.2


(9)
DFT (ωB97M-V/def2-TZVPD) results for a molecular structure, C12H18N6NdO6Se2.

```
! wB97M-V def2-TZVPD RIJCOSX def2/J DEFGRID3
* xyz 1 4
Nd -0.35 -0.36 0.51
N -2.22 -1.36 -1.00
C -2.59 -2.59 -0.22
C -4.02 -2.51 0.34
C -4.39 -1.25 1.14
C -4.49 -1.43 2.66
N -3.20 -1.76 3.23
C -2.22 -0.93 3.56
N -2.44 0.29 4.05
N -0.95 -1.41 3.51
C -1.51 -2.88 0.87
O -1.82 -3.53 1.86
O -0.33 -2.45 0.64
H -3.04 -0.74 -1.01
H -2.07 -1.63 -1.98
H -2.54 -3.47 -0.87
H -4.19 -3.41 0.94
H -4.70 -2.57 -0.52
H -5.36 -0.89 0.81
H -3.66 -0.45 0.96
H -5.17 -2.24 2.92
H -4.88 -0.51 3.10
H -2.86 -2.68 2.89
H -3.34 0.72 3.94
H -1.66 0.93 4.15
H -0.84 -2.41 3.38
H -0.23 -0.92 4.03
Se 2.44 1.35 1.02
N 1.96 -0.11 0.11
C 3.06 -0.78 -0.25
C 3.09 -1.96 -1.01
C 4.30 -2.52 -1.30
C 5.51 -1.95 -0.84
C 5.52 -0.80 -0.10
C 4.29 -0.18 0.20
N 4.12 0.95 0.88
H 2.16 -2.40 -1.34
H 4.34 -3.43 -1.88
H 6.44 -2.44 -1.09
H 6.43 -0.34 0.25
O -1.37 3.23 2.22
Se -0.92 1.93 1.53
O -2.13 0.83 1.24
O -0.16 1.93 0.09
O 0.08 0.93 2.42
*
```

Results
E_HOMO (spin up / spin down), eV: -11.86 / -11.86
Largest force on an atom, eV/Å: 2.856
Frontier orbital gap (spin up / spin down), hartree: 0.294 / 0.295
Relative energy (zero: lowest compared OMol25 entry of this formula, charge and spin), kJ/mol: 24.9